Arrangement one

This record from OMol25 describes C3H9NO3S as an isolated structure. The level of theory is ωB97M-V/def2-TZVPD.

As for the LUMO energy (spin up / spin down): -0.0346 / -0.0346 Eh.

Geometry as ORCA input:
```
! wB97M-V def2-TZVPD RIJCOSX def2/J DEFGRID3
* xyz 0 1
C -1.59 0.01 1.14
C -1.21 -1.12 -1.03
C 1.82 1.65 -0.54
N -0.98 0.04 -0.17
O 1.48 -0.04 1.75
O 1.27 -1.95 0.21
O 2.16 0.28 -0.69
S 1.19 -0.55 0.42
H -1.34 0.84 1.73
H -2.74 0.12 0.98
H -1.53 -0.90 1.70
H -0.85 -0.83 -2.08
H -0.67 -2.02 -0.65
H -2.24 -1.35 -1.30
H 2.81 2.11 -0.75
H 1.38 1.73 0.46
H 1.04 1.97 -1.19
*
```

Arrangement two

This record from OMol25 describes a 2-piece molecular cluster, C3H9NO3S overall. The level of theory is ωB97M-V/def2-TZVPD.

As for the LUMO energy: 0.0042 Eh.

Geometry as ORCA input:
```
! wB97M-V def2-TZVPD RIJCOSX def2/J DEFGRID3
* xyz 0 1
C -0.79 -2.04 0.29
C -0.97 1.37 0.58
C -0.01 -0.23 -0.83
N 2.33 1.29 -0.37
O 1.41 -0.17 1.32
O 2.42 -1.31 -0.71
O -0.86 0.90 -0.71
S 1.59 -0.21 -0.10
H -0.39 -2.12 1.27
H -1.75 -1.92 0.01
H -0.41 -2.74 -0.49
H -1.59 2.24 0.44
H -0.16 1.87 1.08
H -1.22 0.49 1.33
H 0.10 -0.80 -1.82
H 3.26 1.16 -0.05
H 2.24 1.52 -1.32
*
```

Which structure is the most stable? The one labeled arrangement one.

Arrangement one

This record from OMol25 describes a 3-piece molecular cluster, C3H14N2O2 overall. The level of theory is ωB97M-V/def2-TZVPD.

As for the LUMO energy: 0.0154 Eh. The SMILES is NCCCN.O.O.

Geometry as ORCA input:
```
! wB97M-V def2-TZVPD RIJCOSX def2/J DEFGRID3
* xyz 0 1
N 2.55 0.37 0.94
C 2.02 0.64 -0.41
C 0.50 0.57 -0.41
C -0.01 0.32 -1.84
N -1.43 0.24 -1.99
H 3.56 0.36 0.83
H 2.35 -0.60 1.17
H 2.32 1.65 -0.71
H 2.38 -0.05 -1.17
H 0.03 1.41 0.09
H 0.19 -0.29 0.20
H 0.42 1.08 -2.51
H 0.50 -0.56 -2.22
H -2.00 0.76 -1.35
H -1.84 -0.68 -1.96
O -1.27 -1.29 2.89
H -1.32 -2.23 2.72
H -0.49 -1.27 3.47
O -2.93 0.05 0.42
H -3.42 -0.06 1.25
H -2.12 -0.42 0.58
*
```

Arrangement two

This record from OMol25 describes a 3-piece molecular cluster, C3H14N2O2 overall. The level of theory is ωB97M-V/def2-TZVPD.

As for the LUMO energy: 0.0199 Eh. The SMILES is NCCCN.O.O.

Geometry as ORCA input:
```
! wB97M-V def2-TZVPD RIJCOSX def2/J DEFGRID3
* xyz 0 1
N 2.09 -0.09 0.96
C 0.75 -0.70 0.60
C -0.36 0.00 1.34
C -1.68 0.18 0.51
N -1.79 1.64 0.42
H 2.80 -0.80 0.80
H 2.10 0.04 1.97
H 0.70 -0.60 -0.49
H 0.87 -1.76 0.88
H -0.08 0.99 1.68
H -0.52 -0.46 2.31
H -1.47 -0.39 -0.41
H -2.58 -0.27 0.92
H -2.48 2.20 -0.06
H -0.89 2.03 0.17
O 1.75 1.97 -2.14
H 1.54 1.76 -1.21
H 2.38 1.24 -2.20
O -1.37 -2.15 -2.12
H -0.49 -1.92 -2.40
H -1.27 -2.91 -1.52
*
```

Which structure is the most stable? The one labeled arrangement one.

Arrangement one

This record from OMol25 describes one molecule with the formula C5H10FN. The level of theory is ωB97M-V/def2-TZVPD.

As for the LUMO energy: 0.0366 Eh. The SMILES is C/C(=C\CN)CF.

Geometry as ORCA input:
```
! wB97M-V def2-TZVPD RIJCOSX def2/J DEFGRID3
* xyz 0 1
C -0.93 1.37 -0.04
C -0.80 -0.10 -0.18
C 0.36 -0.80 -0.25
C 1.74 -0.21 -0.37
N 2.55 -0.35 0.89
C -2.11 -0.87 -0.15
F -2.90 -0.30 0.84
H -1.12 1.65 0.96
H -1.80 1.65 -0.61
H -0.09 1.91 -0.47
H 0.38 -1.87 -0.06
H 2.31 -0.70 -1.22
H 1.69 0.83 -0.68
H 3.34 0.31 0.88
H 1.96 0.03 1.66
H -2.55 -0.59 -1.10
H -2.04 -1.96 -0.10
*
```

Arrangement two

This record from OMol25 describes one molecule with the formula C5H10FN. The level of theory is ωB97M-V/def2-TZVPD.

As for the LUMO energy: 0.0351 Eh. The SMILES is CN[C@@H](C)/C=C\F.

Geometry as ORCA input:
```
! wB97M-V def2-TZVPD RIJCOSX def2/J DEFGRID3
* xyz 0 1
C 2.46 0.15 -0.05
N 1.23 -0.75 -0.29
C -0.01 -0.32 0.30
C -0.45 1.23 -0.02
C -1.16 -1.24 0.05
C -2.45 -0.74 -0.02
F -2.73 0.67 -0.19
H 2.22 1.21 -0.03
H 2.66 -0.36 0.91
H 3.16 -0.04 -0.75
H 0.91 -0.94 -1.20
H 0.17 -0.15 1.37
H -0.31 1.46 -1.07
H 0.19 2.16 0.62
H -1.49 1.46 0.41
H -1.18 -2.31 0.13
H -3.24 -1.47 -0.17
*
```

Which structure is the most stable? The one labeled arrangement one.

Arrangement one

This record from OMol25 describes one molecule with the formula C5H5N3. The level of theory is ωB97M-V/def2-TZVPD.

As for the LUMO energy: 0.0267 Eh. The SMILES is C1=Cc2nncn2C1.

Geometry as ORCA input:
```
! wB97M-V def2-TZVPD RIJCOSX def2/J DEFGRID3
* xyz 0 1
C -1.65 -0.31 -0.04
C -0.86 -1.40 -0.01
C 0.48 -0.94 0.09
N 1.66 -1.42 0.05
N 2.55 -0.39 0.02
C 1.90 0.75 -0.06
N 0.55 0.48 0.06
C -0.81 1.00 0.10
H -2.77 -0.44 -0.17
H -1.29 -2.37 -0.03
H 2.32 1.78 -0.20
H -1.01 1.64 -0.81
H -1.08 1.62 1.00
*
```

Arrangement two

This record from OMol25 describes one molecule with the formula C5H5N3. The level of theory is ωB97M-V/def2-TZVPD.

As for the LUMO energy: 0.0231 Eh.

Geometry as ORCA input:
```
! wB97M-V def2-TZVPD RIJCOSX def2/J DEFGRID3
* xyz 0 1
C 1.61 0.43 0.50
C 0.59 1.50 0.42
C -1.47 0.72 -0.66
C 1.64 -0.72 -0.11
C -1.88 -0.34 0.00
N -0.55 1.62 -0.14
N 1.64 -1.89 -0.42
N -2.48 -1.11 0.73
H 2.55 0.92 0.99
H 0.80 2.49 0.76
H -2.02 0.83 -1.65
H 1.75 -2.40 -1.26
H -2.17 -2.05 0.84
*
```

Arrangement three

This record from OMol25 describes one molecule with the formula C5H5N3. The level of theory is ωB97M-V/def2-TZVPD.

As for the LUMO energy: 0.0153 Eh. The SMILES is c1ncc2c(n1)CN2.

Geometry as ORCA input:
```
! wB97M-V def2-TZVPD RIJCOSX def2/J DEFGRID3
* xyz 0 1
C -0.99 0.57 1.95
N -1.93 0.37 1.10
C -1.66 -0.06 -0.19
C -0.28 0.02 -0.69
C 0.64 0.17 0.31
N 0.29 0.48 1.61
C 1.74 -0.38 -0.61
N 0.54 -0.63 -1.59
H -1.15 1.12 2.98
H -2.52 -0.57 -0.81
H 2.49 -1.19 -0.30
H 2.39 0.39 -1.09
H 0.45 -0.28 -2.66
*
```

Which structure is the most stable? The one labeled arrangement one.

Arrangement one

This record from OMol25 describes one molecule with the formula C7H13N3O2. The level of theory is ωB97M-V/def2-TZVPD.

As for the LUMO energy: 0.0259 Eh. The SMILES is CN[C@H]1C[C@H]1/N=C/NOC(C)=O.

Geometry as ORCA input:
```
! wB97M-V def2-TZVPD RIJCOSX def2/J DEFGRID3
* xyz 0 1
C -2.29 1.73 0.27
N -2.37 0.57 1.08
C -2.08 -0.75 0.62
C -1.72 -0.86 -0.84
C -0.60 -1.26 -0.04
N 0.55 -0.58 0.35
C 1.39 -0.93 1.19
N 2.58 -0.20 1.18
O 2.32 1.07 0.70
C 1.68 0.87 -0.57
C 2.51 -0.14 -1.53
O 0.98 1.73 -1.08
H -2.90 2.57 0.74
H -2.58 1.67 -0.82
H -1.27 2.10 0.19
H -2.01 0.69 2.05
H -2.69 -1.53 0.92
H -2.12 -1.49 -1.50
H -1.57 0.07 -1.40
H -0.64 -2.37 0.08
H 1.48 -1.82 1.79
H 2.91 -0.01 2.08
H 3.14 0.60 -2.13
H 2.12 -0.90 -2.31
H 3.19 -0.83 -1.01
*
```

Arrangement two

This record from OMol25 describes a 2-piece molecular cluster, C7H13N3O2 overall. The level of theory is ωB97M-V/def2-TZVPD.

As for the LUMO energy: 0.0142 Eh. The SMILES is [H]/N=C(/C#N)NC.COC1COC1.

Geometry as ORCA input:
```
! wB97M-V def2-TZVPD RIJCOSX def2/J DEFGRID3
* xyz 0 1
H -1.00 0.17 -0.73
N -0.68 0.05 -1.68
C -1.09 1.15 -2.25
C -0.12 1.59 -3.25
N 0.66 2.11 -3.92
N -2.15 2.03 -2.07
C -3.08 1.61 -1.01
H -2.65 2.15 -2.95
H -3.31 0.53 -1.03
H -4.01 2.20 -1.13
H -2.64 1.87 -0.02
C 0.80 -3.51 2.49
O 1.13 -2.26 3.04
C 1.60 -1.38 2.07
C 0.63 -0.87 1.02
O 0.95 0.55 1.32
C 1.76 0.12 2.43
H 0.86 -4.28 3.27
H -0.23 -3.48 2.08
H 1.49 -3.80 1.69
H 2.49 -1.80 1.56
H 0.82 -1.02 -0.07
H -0.42 -1.12 1.25
H 2.80 0.46 2.40
H 1.30 0.30 3.42
*
```

Which structure is the most stable? The one labeled arrangement two.